ORCA calculation (the ωB97M-V functional and the def2-TZVPD basis) on one molecule with the formula C10H19N2P at a distorted geometry.

Results
SMILES string = CCC(C)=[PH2]c1nc(C)c(C)n1C
HOMO = -6.5357 eV
frontier orbital gap = 0.265 Eh
DFT total energy = -843.13921 Eh

XYZ file:
```
32
C10H19N2P (the ωB97M-V functional and the def2-TZVPD basis)
C 2.635 -0.350 0.620
C 2.686 1.070 1.227
C 1.276 1.857 1.282
C 1.433 3.078 2.124
P -0.072 0.783 1.735
C -0.805 0.033 0.306
N -1.515 0.850 -0.413
C -1.914 0.067 -1.517
C -2.896 0.697 -2.418
C -1.452 -1.208 -1.378
C -1.663 -2.403 -2.373
N -0.718 -1.159 -0.229
C -0.066 -2.381 0.186
H 2.812 -0.370 -0.386
H 1.659 -0.739 0.891
H 3.343 -0.954 1.050
H 3.337 1.678 0.488
H 3.045 1.042 2.242
H 0.603 3.763 2.138
H 1.976 2.768 3.093
H 2.082 3.747 1.611
H -1.114 1.590 2.059
H -0.205 -0.082 2.934
H -3.819 0.201 -2.338
H -3.062 1.769 -2.356
H -2.543 0.692 -3.483
H -2.540 -2.181 -2.889
H -0.882 -2.413 -3.084
H -1.897 -3.295 -1.829
H 0.105 -2.462 1.228
H -0.708 -3.223 -0.181
H 0.878 -2.467 -0.338
```



ORCA calculation (the ωB97M-V functional and the def2-TZVPD basis) on C25H36N3S5Tc as an isolated structure at a distorted geometry.

Results
spin multiplicity = 2
HOMO (alpha / beta) = -16.6153 / -16.8413 eV
frontier orbital gap (alpha / beta) = 0.136 / 0.191 Eh
net charge = +3
DFT total energy = -3209.23176 Eh
expectation value of S² = 0.940

XYZ file:
```
70
C25H36N3S5Tc (the ωB97M-V functional and the def2-TZVPD basis)
Tc -0.820 0.371 0.445
C -0.564 -2.012 3.617
C 0.836 -1.638 4.051
S 2.025 -1.594 2.656
C 3.086 -0.174 3.110
C 3.040 0.910 2.050
S 1.336 1.342 1.547
C 0.878 2.767 2.602
C -0.382 3.430 2.075
S -1.772 2.347 1.559
C -2.435 1.731 3.150
C -1.640 0.613 3.790
S -1.493 -0.787 2.614
H -1.190 -2.187 4.495
H -0.560 -2.919 3.013
H 1.187 -2.399 4.750
H 0.862 -0.674 4.558
H 4.108 -0.544 3.199
H 2.767 0.191 4.087
H 3.528 0.578 1.131
H 3.526 1.822 2.398
H 1.699 3.484 2.557
H 0.775 2.427 3.632
H -0.155 3.995 1.169
H -0.788 4.115 2.823
H -3.445 1.390 2.910
H -2.504 2.590 3.820
H -2.182 0.243 4.662
H -0.646 0.934 4.099
S -1.779 1.625 -3.835
C -0.222 2.319 -3.485
C 0.615 2.999 -4.354
C 1.844 3.427 -3.878
C 2.203 3.212 -2.548
C 1.367 2.536 -1.681
C 0.139 2.054 -2.143
N -0.780 1.301 -1.458
C -1.826 1.000 -2.240
C -2.836 0.128 -1.726
C -3.908 -0.344 -2.488
C -4.797 -1.239 -1.925
C -4.628 -1.637 -0.599
C -3.568 -1.157 0.154
C -2.621 -0.290 -0.384
H 0.323 3.177 -5.377
H 2.532 3.921 -4.544
H 3.156 3.580 -2.197
H 1.655 2.374 -0.657
H -4.030 -0.021 -3.513
H -5.617 -1.631 -2.507
H -5.326 -2.334 -0.157
H -3.476 -1.485 1.178
C 1.684 -1.916 -3.645
C 1.345 -2.400 -2.239
C 0.567 -3.720 -2.299
C 2.611 -2.554 -1.402
N 0.488 -1.340 -1.661
N 0.185 -1.431 -0.282
H 2.331 -2.633 -4.139
H 2.202 -0.961 -3.608
H 0.788 -1.806 -4.249
H 1.159 -4.461 -2.828
H -0.369 -3.598 -2.841
H 0.354 -4.113 -1.306
H 3.303 -3.206 -1.927
H 2.418 -3.014 -0.433
H 3.100 -1.592 -1.268
H -0.374 -1.280 -2.199
H 1.089 -1.571 0.191
H -0.380 -2.271 -0.068
```



ORCA calculation (the ωB97M-V functional and the def2-TZVPD basis) on a 2-piece molecular cluster, CH2NO3S overall at a distorted geometry.

Results
HOMO (alpha / beta) = -2.1823 / -2.1834 eV
frontier orbital gap (alpha / beta) = 0.222 / 0.222 Eh
net charge = -1
DFT total energy = -717.96467 Eh

XYZ file:
```
8
CH2NO3S (the ωB97M-V functional and the def2-TZVPD basis)
C -0.500 1.467 -0.187
N 0.341 0.620 -0.330
O -1.566 -1.418 -0.149
O -0.992 2.519 0.077
O -3.626 0.041 0.749
S -2.661 -0.068 -0.396
H 1.415 0.831 -0.279
H -0.954 -0.928 0.318
```



ORCA calculation (the ωB97M-V functional and the def2-TZVPD basis) on C6H18InO8P2 as an isolated structure at a distorted geometry.

Results
HOMO = -20.3919 eV
frontier orbital gap = 0.200 Eh
net charge = +3
DFT total energy = -1713.06857 Eh

XYZ file:
```
35
C6H18InO8P2 (the ωB97M-V functional and the def2-TZVPD basis)
In -0.603 -0.606 -0.912
C -5.121 0.668 2.385
O -4.102 -0.139 1.731
P -2.702 0.521 1.266
O -2.041 -0.311 0.195
O -1.870 0.782 2.700
C -1.392 -0.316 3.500
O -3.113 1.995 0.821
C -3.981 2.281 -0.317
H -5.071 0.565 3.468
H -6.119 0.406 2.033
H -5.111 1.736 2.171
H -0.332 -0.157 3.703
H -1.534 -1.321 3.103
H -1.892 -0.249 4.466
H -4.136 1.362 -0.883
H -3.421 2.894 -1.023
H -4.899 2.788 -0.020
C 3.467 -2.365 0.505
O 3.350 -2.266 -0.873
P 2.561 -1.069 -1.646
O 1.078 -0.968 -1.420
O 2.985 -1.222 -3.220
C 2.576 -0.260 -4.158
O 3.376 0.314 -1.162
C 4.740 0.520 -1.415
H 2.883 -3.235 0.806
H 3.174 -1.489 1.084
H 4.456 -2.711 0.804
H 1.778 0.414 -3.850
H 2.200 -0.868 -4.981
H 3.420 0.369 -4.441
H 4.766 1.376 -2.089
H 5.301 -0.356 -1.744
H 5.328 0.913 -0.586
```



ORCA calculation (the ωB97M-V functional and the def2-TZVPD basis) on one molecule with the formula C4H6N2 at a distorted geometry.

Results
SMILES string = N#CC1(N)CC1
HOMO = -10.0060 eV
frontier orbital gap = 0.402 Eh
DFT total energy = -265.45858 Eh

XYZ file:
```
12
C4H6N2 (the ωB97M-V functional and the def2-TZVPD basis)
N 2.198 0.701 -2.469
C 1.527 0.412 -1.610
C 0.709 -0.060 -0.471
N 1.096 -1.344 0.078
C -0.735 0.205 -0.788
C 0.037 1.046 0.225
H 0.447 -2.095 -0.286
H 2.090 -1.501 -0.196
H -1.478 -0.449 -0.413
H -1.210 0.511 -1.653
H 0.352 1.971 -0.128
H -0.189 1.024 1.346
```



ORCA calculation (the ωB97M-V functional and the def2-TZVPD basis) on C18H23N2O4S2Tc as an isolated structure.

Results
spin multiplicity = 2
HOMO (alpha / beta) = -11.8024 / -11.8609 eV
frontier orbital gap (alpha / beta) = 0.302 / 0.271 Eh
net charge = +1
DFT total energy = -1987.03538 Eh
expectation value of S² = 0.759

XYZ file:
```
50
C18H23N2O4S2Tc (the ωB97M-V functional and the def2-TZVPD basis)
Tc 0.692 -0.273 0.629
C 1.435 0.174 2.755
C 0.864 1.379 2.254
C -0.508 1.143 1.998
C -0.789 -0.249 2.256
C 0.418 -0.846 2.735
C 0.595 -2.244 3.234
C -2.132 -0.898 2.177
C -1.528 2.188 1.715
C 1.583 2.674 2.055
C 2.815 -0.009 3.288
H 1.589 -2.628 3.003
H -0.145 -2.915 2.801
H 0.469 -2.271 4.319
H -2.745 -0.436 1.405
H -2.653 -0.798 3.131
H -2.048 -1.960 1.951
H -1.889 2.559 2.678
H -2.378 1.792 1.166
H -1.117 3.029 1.164
H 1.135 3.253 1.249
H 2.632 2.514 1.809
H 1.541 3.267 2.972
H 2.746 -0.354 4.322
H 3.367 0.929 3.282
H 3.384 -0.751 2.732
S -0.943 0.431 -0.916
C -0.369 1.998 -1.203
N 0.013 3.071 -1.390
C -0.044 -4.499 -1.010
S 1.109 -3.294 -0.379
O 0.203 -2.027 -0.379
C 2.163 -3.079 -1.784
C 1.734 -2.303 -2.855
C 2.591 -2.141 -3.931
C 3.839 -2.751 -3.929
C 4.252 -3.518 -2.848
C 3.413 -3.679 -1.755
H -0.503 -4.100 -1.913
H -0.789 -4.682 -0.239
H 0.513 -5.411 -1.225
H 0.767 -1.817 -2.831
H 2.285 -1.533 -4.772
H 4.502 -2.618 -4.773
H 5.231 -3.977 -2.847
H 3.732 -4.251 -0.892
O 4.104 -0.442 -0.846
N 3.023 -0.359 -0.387
O 2.597 -1.117 0.586
O 2.113 0.458 -0.770
```



ORCA calculation (the ωB97M-V functional and the def2-TZVPD basis) on one molecule with the formula C4H7Br2NO at a distorted geometry.

Results
SMILES string = C[C@H](Br)[C@@H](Br)C(N)=O
HOMO = -9.8233 eV
frontier orbital gap = 0.381 Eh
DFT total energy = -5434.63435 Eh

XYZ file:
```
15
C4H7Br2NO (the ωB97M-V functional and the def2-TZVPD basis)
C -0.171 2.052 0.010
C 0.903 0.843 0.244
Br 2.659 1.451 0.026
C 0.585 -0.405 -0.502
Br 1.935 -1.846 -0.425
C -0.836 -1.046 0.203
N -1.075 -2.351 -0.013
O -1.529 -0.323 0.846
H -1.101 1.548 -0.210
H -0.195 2.643 0.933
H 0.192 2.615 -0.825
H 0.733 0.548 1.238
H 0.198 -0.175 -1.462
H -0.350 -2.866 -0.419
H -1.948 -2.688 0.357
```



ORCA calculation (the ωB97M-V functional and the def2-TZVPD basis) on C5H9Br3O8S2 as an isolated structure at a distorted geometry.

Results
HOMO = -9.9888 eV
frontier orbital gap = 0.378 Eh
DFT total energy = -9316.19619 Eh

XYZ file:
```
27
C5H9Br3O8S2 (the ωB97M-V functional and the def2-TZVPD basis)
C -4.825 2.496 1.931
Br -5.124 4.296 2.519
Br -6.322 1.373 2.365
Br -3.218 1.758 2.647
H -4.761 2.535 0.854
C 2.702 -0.158 0.830
C 3.999 -0.930 1.077
O 4.753 -0.775 -0.127
S 3.761 -0.842 -1.352
O 3.392 -2.167 -1.638
O 4.266 0.016 -2.345
O 2.530 -0.153 -0.605
H 2.806 0.892 1.095
H 1.835 -0.604 1.307
H 3.823 -1.990 1.261
H 4.546 -0.495 1.907
C -0.773 -1.229 -1.670
C -0.766 0.316 -1.736
O -1.679 0.751 -0.710
S -2.250 -0.498 0.086
O -3.633 -0.336 0.287
O -1.368 -0.821 1.155
O -2.046 -1.530 -1.098
H 0.089 -1.622 -1.136
H -0.779 -1.624 -2.683
H -1.188 0.644 -2.680
H 0.231 0.698 -1.542
```



ORCA calculation (the ωB97M-V functional and the def2-TZVPD basis) on C28H34F6KN5O5S2 as an isolated structure.

Results
HOMO = -9.0902 eV
frontier orbital gap = 0.337 Eh
DFT total energy = -3732.98128 Eh

XYZ file:
```
81
C28H34F6KN5O5S2 (the ωB97M-V functional and the def2-TZVPD basis)
K 1.532 0.351 -1.732
F 4.895 2.117 1.024
C 5.446 0.921 0.821
F 6.706 1.088 0.442
F 5.432 0.250 1.974
S 4.500 -0.053 -0.431
O 3.180 -0.154 0.147
O 5.248 -1.254 -0.624
N 4.541 0.965 -1.632
S 4.513 0.598 -3.166
O 5.743 0.163 -3.735
O 3.298 -0.089 -3.550
C 4.239 2.317 -3.795
F 4.040 2.260 -5.115
F 3.155 2.867 -3.242
F 5.283 3.102 -3.560
C -2.795 4.695 3.113
C -1.682 3.732 3.546
C -0.493 4.534 4.094
C -2.222 2.840 4.663
C -1.214 2.930 2.338
C -0.709 3.583 1.215
C -0.292 2.837 0.133
N -0.305 1.508 0.101
C -0.788 0.859 1.158
C -1.256 1.546 2.285
C -0.814 -0.641 1.099
C -1.313 -1.383 2.175
C -1.344 -2.769 2.136
C -0.856 -3.365 0.975
C -0.381 -2.563 -0.042
N -0.352 -1.235 -0.002
C -1.866 -3.624 3.282
C -3.038 -4.475 2.775
C -2.350 -2.780 4.461
C -0.738 -4.543 3.771
H -3.132 5.282 3.969
H -3.652 4.150 2.714
H -2.454 5.391 2.347
H -0.803 5.115 4.965
H -0.099 5.227 3.351
H 0.318 3.870 4.397
H -2.540 3.460 5.502
H -1.461 2.151 5.035
H -3.085 2.258 4.335
H -0.647 4.662 1.177
H 0.097 3.335 -0.749
H -1.650 1.006 3.128
H -1.678 -0.881 3.054
H -0.838 -4.440 0.854
H 0.007 -3.013 -0.950
H -3.854 -3.844 2.419
H -3.420 -5.102 3.583
H -2.738 -5.131 1.958
H -3.173 -2.121 4.178
H -1.547 -2.170 4.879
H -2.711 -3.437 5.254
H -0.387 -5.205 2.980
H -1.092 -5.163 4.596
H 0.114 -3.959 4.122
C 0.166 2.437 -5.606
C -0.285 1.593 -4.440
O 0.050 1.854 -3.294
N -1.081 0.538 -4.736
C -1.516 -0.443 -3.759
C -0.741 -1.731 -3.905
C -1.274 -2.813 -4.592
C -0.495 -3.949 -4.770
C 0.791 -3.954 -4.262
C 1.236 -2.826 -3.582
N 0.491 -1.745 -3.392
H 0.851 3.191 -5.231
H -0.678 2.921 -6.098
H 0.679 1.821 -6.345
H -1.269 0.355 -5.708
H -2.584 -0.628 -3.892
H -1.376 -0.035 -2.755
H -2.283 -2.762 -4.980
H -0.890 -4.804 -5.302
H 1.451 -4.802 -4.378
H 2.241 -2.793 -3.175
```



ORCA calculation (the ωB97M-V functional and the def2-TZVPD basis) on a 3-piece molecular cluster, C23H33NO11 overall at a distorted geometry.

Results
SMILES string = C[C@@H](CNC(=O)OCCCC(=O)O)OCc1ccccc1.C[C@@H]1COC(=O)O1.C[C@@H]1COC(=O)O1
HOMO = -8.0667 eV
frontier orbital gap = 0.309 Eh
DFT total energy = -1778.13922 Eh

XYZ file:
```
68
C23H33NO11 (the ωB97M-V functional and the def2-TZVPD basis)
C -1.132 1.195 2.835
C -1.461 0.751 1.260
C -3.055 0.373 1.023
N -3.145 -1.081 0.523
C -4.636 -1.425 0.626
O -5.048 -2.643 1.000
O -5.594 -0.339 0.250
C -6.784 -0.915 -0.397
C -7.764 0.304 -0.889
C -7.006 1.728 -1.187
C -6.797 2.666 0.182
O -5.734 3.493 0.347
O -7.835 2.630 1.239
O -1.062 1.897 0.430
C -0.419 1.484 -0.828
C 1.131 0.983 -0.458
C 1.904 1.867 0.708
C 3.421 1.405 1.151
C 4.057 0.090 0.396
C 3.302 -0.811 -0.762
C 1.792 -0.340 -1.204
H -1.955 1.955 3.173
H -0.056 1.681 2.911
H -1.120 0.212 3.490
H -0.859 -0.235 1.073
H -3.450 1.149 0.219
H -3.594 0.444 2.059
H -2.583 -1.701 1.180
H -6.533 -1.584 -1.328
H -7.368 -1.507 0.459
H -8.252 -0.036 -1.917
H -8.580 0.490 -0.062
H -6.002 1.632 -1.792
H -7.735 2.372 -1.876
H -7.325 2.661 2.101
H -0.266 2.403 -1.570
H -1.031 0.674 -1.410
H 1.346 2.778 1.215
H 3.967 2.026 2.000
H 5.138 -0.252 0.722
H 3.759 -1.775 -1.276
H 1.130 -0.902 -1.997
C 8.875 2.749 -0.921
C 8.267 2.430 0.429
C 9.290 2.308 1.519
O 8.629 1.477 2.455
C 7.785 0.686 1.728
O 7.213 -0.298 2.164
O 7.672 1.143 0.441
H 9.700 2.069 -1.156
H 8.134 2.631 -1.719
H 9.256 3.775 -0.942
H 7.489 3.162 0.677
H 9.551 3.272 1.961
H 10.205 1.799 1.198
C -2.157 -4.870 -1.734
C -0.918 -4.180 -1.202
C -0.503 -2.999 -2.027
O 0.880 -2.906 -1.738
C 1.294 -4.178 -1.461
O 2.461 -4.523 -1.380
O 0.224 -5.017 -1.293
H -2.063 -5.082 -2.805
H -2.311 -5.833 -1.236
H -3.043 -4.247 -1.582
H -1.056 -3.915 -0.146
H -1.028 -2.084 -1.745
H -0.616 -3.163 -3.104
```



ORCA calculation (the ωB97M-V functional and the def2-TZVPD basis) on a 2-piece molecular cluster, CHClINO overall at a distorted geometry.

Results
SMILES string = [O-][N+]#CCl.I
HOMO = -9.8821 eV
frontier orbital gap = 0.368 Eh
DFT total energy = -926.45526 Eh

XYZ file:
```
6
CHClINO (the ωB97M-V functional and the def2-TZVPD basis)
O -0.426 1.087 2.510
N 0.219 0.536 1.677
C 1.005 0.077 0.946
Cl 1.772 -0.666 -0.265
I -2.050 -0.513 -2.682
H -0.521 -0.522 -2.185
```



ORCA calculation (the ωB97M-V functional and the def2-TZVPD basis) on C41H38AsN6O6STb as an isolated structure at a distorted geometry.

Results
spin multiplicity = 7
HOMO (alpha / beta) = -7.7398 / -7.7409 eV
frontier orbital gap (alpha / beta) = 0.271 / 0.278 Eh
DFT total energy = -5823.67165 Eh
expectation value of S² = 12.611

XYZ file:
```
94
C41H38AsN6O6STb (the ωB97M-V functional and the def2-TZVPD basis)
Tb 0.439 -0.230 0.235
O 1.127 2.127 0.605
C 2.365 2.676 0.140
C 2.795 1.897 -1.106
N 2.691 0.464 -0.838
C 2.823 -0.353 -2.059
C 2.345 -1.794 -1.765
O 2.919 -2.769 -2.280
O 1.289 -1.865 -1.019
C 3.791 0.058 0.113
C 3.321 -0.097 1.532
O 4.111 0.123 2.451
O 2.116 -0.557 1.638
H 0.377 2.623 0.192
H 3.143 2.546 0.904
H 2.278 3.730 -0.101
H 3.822 2.179 -1.358
H 2.100 2.123 -1.918
H 3.819 -0.412 -2.499
H 2.128 0.032 -2.799
H 4.648 0.717 0.050
H 4.109 -0.956 -0.124
S -1.460 1.693 -0.797
C -1.972 2.020 -2.450
C -2.650 3.237 -2.693
C -3.007 3.588 -3.973
C -2.807 2.710 -5.036
C -2.259 1.462 -4.770
C -1.779 1.143 -3.524
As -0.671 -0.357 -3.062
C -0.046 -1.092 -4.725
C -0.430 -2.349 -5.199
C 0.313 -2.984 -6.176
C 1.374 -2.320 -6.793
C 1.688 -1.030 -6.419
C 0.984 -0.421 -5.357
C -1.967 -1.670 -2.431
C -3.270 -1.271 -2.077
C -4.093 -2.184 -1.419
C -3.639 -3.472 -1.152
C -2.327 -3.838 -1.465
C -1.492 -2.925 -2.074
H -2.834 3.895 -1.883
H -3.446 4.569 -4.134
H -3.104 3.027 -6.035
H -2.111 0.754 -5.587
H -1.259 -2.846 -4.709
H 0.107 -4.020 -6.438
H 1.938 -2.886 -7.546
H 2.516 -0.512 -6.920
H 1.372 0.531 -4.991
H -3.624 -0.296 -2.314
H -5.102 -1.889 -1.111
H -4.285 -4.192 -0.624
H -1.974 -4.840 -1.248
H -0.466 -3.187 -2.257
C 0.688 -0.852 5.464
C 0.218 -1.065 4.174
N -0.070 -0.049 3.362
C 0.007 1.211 3.841
C 0.365 1.529 5.116
C 0.703 0.459 5.938
C 0.254 2.909 5.592
C 0.861 3.978 5.115
C 2.083 3.991 4.276
C 2.488 5.160 3.597
C 3.694 5.096 2.897
N 4.452 4.017 2.889
C 3.991 2.949 3.613
N 2.848 2.919 4.244
H 0.922 -1.677 6.109
H 0.127 -2.080 3.776
H -0.204 2.015 3.162
H 0.985 0.636 6.963
H -0.547 3.087 6.307
H 0.546 4.953 5.399
H 1.978 6.115 3.609
H 4.041 5.904 2.302
H 4.631 2.095 3.619
N -3.250 -5.225 3.521
C -2.182 -4.421 3.248
O -1.052 -4.627 3.642
C -2.450 -3.155 2.483
C -3.607 -2.410 2.664
C -3.780 -1.215 2.032
C -2.769 -0.785 1.193
N -1.634 -1.471 0.985
C -1.499 -2.657 1.624
H -3.028 -6.114 3.950
H -4.126 -5.149 3.056
H -4.327 -2.757 3.386
H -4.645 -0.583 2.179
H -2.916 0.158 0.636
H -0.568 -3.199 1.434
```



- What is the DFT total energy in the seventh record?
  -5434.63435 Eh